ORCA calculation (ωB97M-V/def2-TZVPD) on the molecule C5H12.

```
17
Properties=species:S:1:pos:R:3:forces:R:3:mulliken_charge:R:1
C 0.426 1.408 0.149 -0.2760 1.4451 -1.7571 -0.5753
C -0.784 2.227 -0.425 -1.0732 -3.3433 -2.9267 -1.0454
C 0.021 -1.144 0.641 1.4953 2.6977 0.9015 -0.6035
C 0.601 -0.018 -0.285 0.9738 -3.1398 -2.2431 -0.5114
C -0.150 -2.468 0.018 0.2821 0.8106 -1.5407 -1.0444
H 0.354 1.280 1.176 -0.2257 0.5315 2.3516 0.3835
H -0.709 2.103 -1.635 0.1900 1.2686 2.7484 0.2284
H -1.840 1.756 -0.352 1.7006 0.4071 0.6729 0.2569
H 0.234 -0.325 -1.349 0.6240 1.1233 1.4064 0.3606
H -0.836 3.199 0.014 0.1037 0.7981 -0.3471 0.3602
H 1.683 -0.325 -0.241 -0.5979 0.7856 -0.6299 0.2641
H -0.708 -3.123 0.740 1.0737 -0.0455 -1.1327 0.3162
H 0.859 -2.707 -0.486 -1.7160 -0.7324 0.9804 0.2854
H 1.316 2.078 -0.050 -0.7144 -1.0741 0.1394 0.2894
H -0.822 -2.064 -0.772 0.0279 -1.6608 -0.1982 0.2587
H -0.940 -0.779 0.881 -1.2145 0.3238 1.1717 0.3753
H 0.728 -1.124 1.482 -0.6532 -0.1955 0.4031 0.4013
```
Positions in Å, forces in eV/Å.

Calculated values
E_LUMO: 0.04455 Ha
SMILES: CCCCC
2S+1: 1

ORCA calculation (ωB97M-V/def2-TZVPD) on a cluster of 2 separate species, C5H12BN in total.

```
19
Properties=species:S:1:pos:R:3:forces:R:3:mulliken_charge:R:1
N 1.415 0.167 0.133 -0.1119 -0.6033 -0.7187 0.1518
C -1.057 0.173 1.504 -0.4560 -3.0851 -0.3645 -0.4168
C -1.181 -0.274 -2.600 1.1274 -0.7545 -1.7742 -1.2315
C -0.600 -0.198 2.700 -0.6839 0.5386 1.4159 -0.4920
C -0.331 0.831 -1.950 -0.2954 -3.0935 1.0299 -0.4996
C 2.492 -0.302 0.923 2.6138 5.4769 -1.2760 -0.7461
B 0.592 0.451 -0.760 0.6381 -0.5202 0.2830 -0.2311
H -0.489 0.571 3.543 0.1022 -0.9291 -1.5772 0.1926
H 0.329 1.175 -2.663 1.2252 1.2942 -1.6923 0.3561
H -1.777 0.049 -3.447 0.3433 0.7463 -0.4345 0.3736
H 2.647 0.337 1.829 -0.6158 -0.5467 -0.3329 0.2615
H -1.179 1.176 1.327 -0.3203 2.4141 -0.4066 0.2598
H -0.677 -1.187 -2.987 0.4596 0.8105 0.2867 0.3167
H -0.471 -1.216 3.089 -0.0383 0.2627 -0.6601 0.2673
H -1.941 -0.707 -2.058 -1.5382 -0.6490 2.2896 0.3901
H -1.392 -0.470 0.593 0.8842 0.7124 2.1013 0.1239
H 3.486 0.022 0.348 -1.7618 -1.2071 0.9930 0.2466
H 2.549 -1.276 1.213 -0.3479 -2.8917 0.3721 0.3656
H -0.998 1.546 -1.620 -1.2244 2.0244 0.4655 0.3112
```
Positions in Å, forces in eV/Å.

Calculated values
E_LUMO: 0.02558 Ha
SMILES: CC/B=N\C.C=C
2S+1: 1

ORCA calculation (ωB97M-V/def2-TZVPD) on a structure of composition C5H12BNO.

```
20
Properties=species:S:1:pos:R:3:forces:R:3:mulliken_charge:R:1
O -3.018 0.803 0.012 5.2500 1.1668 -0.6281 -0.6780
N -0.627 -0.673 0.214 -0.0316 -0.0430 0.1025 0.1229
C 0.809 -0.895 0.276 1.8559 -0.6822 -0.3829 -0.4531
C -0.259 1.924 -0.099 -1.1278 2.5363 -1.5910 -0.6333
C 1.221 1.602 0.120 -0.5188 0.2355 2.9447 -0.5349
C -1.493 -1.823 -0.073 1.0399 -0.8436 0.2362 -1.0267
C 1.565 0.243 -0.457 -2.6291 -0.3259 1.3288 -0.7633
B -1.092 0.620 0.095 -4.3416 1.1149 -0.6497 0.3944
H -0.739 2.894 0.358 1.2273 -2.0441 0.1271 0.3152
H -1.930 -2.267 0.938 1.0495 0.3508 -2.3764 0.2446
H -0.774 -2.496 -0.753 -2.1247 0.7126 1.8192 0.2853
H 1.830 2.317 -0.340 0.9273 1.3086 -0.6908 0.3563
H 2.563 -0.026 -0.355 2.0333 -0.0308 -0.2793 0.4066
H 1.149 -1.831 -0.282 -1.0305 0.8336 0.6255 0.2576
H -0.308 2.375 -1.171 -0.3507 -1.4936 1.1294 0.2714
H 1.403 1.740 1.263 0.1166 -0.7809 -1.7731 0.2321
H 1.189 0.226 -1.478 0.4347 -0.0297 -0.3382 0.2812
H -3.214 -0.011 0.413 -0.8013 -1.6614 0.9180 0.2424
H 1.261 -1.044 1.306 -0.9431 0.3478 -0.7917 0.2325
H -2.288 -1.408 -0.706 -0.0353 -0.6716 0.2699 0.4466
```
Positions in Å, forces in eV/Å.

Calculated values
E_LUMO: 0.02588 Ha
2S+1: 1

ORCA calculation (ωB97M-V/def2-TZVPD) on a cluster of 2 separate species, C5H12BrClOSi in total.

```
21
Properties=species:S:1:pos:R:3:forces:R:3:mulliken_charge:R:1
Br -3.242 -2.230 0.301 0.5538 0.6315 -0.2693 -0.2027
Cl -2.328 2.512 -1.079 0.0602 -1.4837 0.6805 -0.6688
Si -1.873 -0.489 0.279 -0.6567 1.8059 0.2840 0.5982
O -2.011 0.177 1.734 0.7659 -0.6086 -1.9527 -0.1380
C -0.395 -0.478 -0.839 1.1049 1.1306 -1.6278 -0.4683
C 2.634 0.381 -1.293 -1.4800 -1.0291 -2.0823 -0.9606
C -2.281 1.370 2.460 1.0504 1.1309 0.0794 -0.5768
C 0.884 -1.046 -0.096 -2.4832 1.4475 1.9921 -0.5573
C 2.063 -1.036 -1.002 0.7732 1.2193 0.9848 -0.8344
H 2.862 -1.624 -0.668 1.1323 -0.9815 1.2117 0.3975
H 1.129 -0.356 0.790 -0.5924 -1.2027 -0.8826 0.2405
H -0.244 0.633 -1.184 -0.6543 -2.0411 0.5078 0.3008
H 1.817 0.845 -2.003 2.1051 -0.0048 1.5762 0.2733
H 0.346 -1.972 0.252 2.1243 -0.0307 0.0661 0.4460
H 2.873 0.885 -0.373 -0.5152 0.6035 0.2965 0.2901
H 1.786 -1.542 -1.848 -0.6789 -0.8809 -2.7110 0.4110
H -2.794 0.961 3.255 -1.2172 -0.3956 2.1524 0.3078
H -0.519 -1.177 -1.759 -0.3028 1.3528 1.4248 0.2879
H -2.978 2.069 1.969 0.8363 -0.2778 -0.4162 0.3027
H 3.620 0.263 -1.796 -0.8828 0.1759 -0.1185 0.3206
H -1.350 1.854 2.903 -1.0428 -0.5612 -1.1958 0.2305
```
Positions in Å, forces in eV/Å.

Calculated values
E_LUMO: -0.04076 Ha
2S+1: 1

ORCA calculation (ωB97M-V/def2-TZVPD) on the ion C5H12BrN2 with charge +1.

```
20
Properties=species:S:1:pos:R:3:forces:R:3:mulliken_charge:R:1
Br 2.843 0.148 0.003 -0.7792 0.5466 0.0466 0.0257
N 0.075 1.206 -0.293 2.2771 -0.7501 -0.7959 0.0257
N -0.093 -1.563 0.446 0.6147 0.2539 0.5394 -0.2826
C -1.156 -0.993 -0.321 1.4074 0.3624 -1.2129 -0.4120
C 0.135 2.591 0.217 -1.6269 1.2832 0.0508 -0.7482
C -1.196 0.521 -0.050 -0.5205 -1.7952 -1.5700 -0.9486
C 0.678 -2.704 -0.035 -1.2137 -1.7924 -0.8777 -0.6108
C 1.075 0.432 0.475 -1.1724 -2.1510 0.1928 -0.4787
H -2.133 -1.373 0.040 0.3591 -0.1389 -0.6338 0.3330
H -1.639 0.731 0.866 0.1744 0.4958 2.1778 0.4664
H 1.671 -2.302 -0.124 0.8390 -0.2352 -0.2733 0.2122
H 0.402 -3.348 -1.057 0.3056 2.2378 2.3536 0.2587
H 1.151 2.861 0.281 1.1602 0.1936 0.8230 0.3481
H -0.488 2.625 1.118 0.8704 -0.0455 0.1929 0.3161
H 0.706 -3.479 0.791 -0.0088 0.9204 -0.8267 0.2735
H 0.663 0.342 1.465 0.9991 0.1379 0.5186 0.5048
H -1.890 0.906 -0.712 -1.4234 1.0671 -1.6604 0.5217
H -0.911 -1.161 -1.423 -1.1067 0.0647 0.9821 0.3691
H 0.389 1.165 -1.292 -0.7498 0.0517 0.6999 0.4693
H -0.282 3.394 -0.395 -0.4054 -0.7066 -0.7269 0.3566
```
Positions in Å, forces in eV/Å.

Calculated values
E_LUMO (alpha / beta): -0.14695 / -0.15605 Ha
Charge: +1
2S+1: 1

Computed values of energy (unit: eV) for the preceding records, in sequence: -5378.020; -7543.962; -9592.760; -97869.467; -78390.930.
Computed values of energy above the lowest of the compared OMol25 structures with the same formula, charge and spin (unit: kcal/mol) for the preceding records, in sequence: 44.27; 35.54; 42.74; 71.83; 125.79.
Computed values of max |F| (unit: eV/A) for the preceding records, in sequence: 4.6; 6.2; 5.4; 3.5; 3.3.